Formula: C7H9O2
Source: the OMol25 dataset
Level of theory: the ωB97M-V functional and the def2-TZVPD basis

Last column: Löwdin charge in e.
Geometry (Å):
C: 1.33715 2.57118 -0.47573  -0.0806
C: 0.67380 1.53103 -0.53830  -0.3655
C: 3.95728 -0.61145 0.23443  -0.3313
C: -2.55420 -0.18455 -0.45212  -0.0963
C: -0.58867 -1.21645 0.96236  -0.1181
C: -0.05326 0.42617 -0.73036  -0.2783
C: -1.14615 0.05849 0.24048  -0.4649
O: 3.83034 -0.31008 1.39959  0.1366
O: 4.04614 -0.92980 -0.91653  0.1545
H: 2.23562 3.00299 -0.05885  -0.0603
H: -2.51303 0.75550 -0.98595  0.0526
H: -2.67525 -1.06758 -1.24149  0.1037
H: -3.32418 -0.27577 0.23060  0.0111
H: -1.37217 -1.67752 1.61518  0.0578
H: -0.58457 -1.86495 0.12698  0.0347
H: 0.35919 -1.18859 1.43085  0.0404
H: -0.39200 0.12469 -1.81030  0.0969
H: -1.23603 0.85670 0.96916  0.1070

The calculation puts the HOMO energy at -1.4 eV. The calculation puts the total energy at -422.5146 Eh. The multiplicity is 1. The total charge is -1. The value obtained for the LUMO energy is 3.153 eV. The value obtained for the gap between HOMO and LUMO is 0.1691 Eh.

Formula: C21H36Cl12O9
Source: the OMol25 dataset
Level of theory: the ωB97M-V functional and the def2-TZVPD basis

Last column: Löwdin charge in e.
Geometry (Å):
O: 1.68870 -0.68911 -3.03184  0.1142
C: 0.92784 -0.59885 -4.00162  -0.5473
O: 0.02549 0.37845 -4.18206  0.0519
C: -0.92397 -0.07331 -5.16691  -0.1264
C: -0.23506 -1.25181 -5.73899  -0.1827
O: 0.82751 -1.49383 -4.95506  0.1087
H: -1.92892 -0.20133 -4.76467  0.0628
H: -1.08620 0.74745 -5.86558  0.1332
H: -0.05072 -1.33104 -6.81036  0.1478
H: -0.90160 -2.09325 -5.54973  0.0989
O: 5.02710 -3.20472 0.17600  0.0851
C: 5.44420 -2.02561 0.03288  -0.5061
O: 4.80116 -0.82971 0.20219  0.0494
C: 5.61971 0.24757 0.13155  -0.2135
C: 6.92499 -0.38493 -0.28761  -0.0886
O: 6.71579 -1.78453 -0.06473  0.0832
H: 5.29082 0.93820 -0.64496  0.1240
H: 5.64716 0.73209 1.10756  0.1103
H: 7.81181 0.12858 0.08380  0.1364
H: 7.02750 -0.43143 -1.37178  0.1323
O: 1.18301 -0.58423 3.82636  0.1219
C: 1.01623 -0.38649 2.63223  -0.5087
O: -0.01234 0.33961 2.10165  0.0168
C: 0.19227 0.69857 0.76736  -0.1313
C: 1.32393 -0.37960 0.43117  -0.1452
O: 1.90277 -0.68289 1.64812  0.0532
H: -0.67210 0.48559 0.13840  0.0788
H: 0.50362 1.72238 0.56006  0.0521
H: 1.99775 0.02788 -0.32250  0.1101
H: 0.87529 -1.26315 -0.02290  0.0968
Cl: -3.62969 -2.19154 -4.77137  0.6769
C: -2.89800 -2.94661 -3.42904  -0.7081
C: -3.25725 -2.34729 -2.07364  -0.5415
Cl: -2.46116 -0.69982 -1.73598  0.5714
H: -1.81383 -3.04687 -3.48021  0.0694
H: -3.32129 -3.95070 -3.45633  0.0754
H: -3.28717 -3.05527 -1.24540  0.0717
H: -4.30575 -2.05150 -2.10894  0.0547
Cl: -1.12136 -3.76159 1.16436  0.4671
C: 0.35067 -4.67878 0.46459  -0.5588
C: 0.60534 -4.15451 -0.98719  -0.6120
Cl: 2.17685 -4.94684 -1.49394  0.5400
H: 0.06013 -5.71780 0.30922  0.0616
H: 1.13340 -4.55459 1.21292  0.0684
H: 0.67399 -3.07340 -1.10801  0.0348
H: -0.19303 -4.45111 -1.66743  0.0542
Cl: 1.93657 3.15858 4.18295  0.5851
C: 1.28923 3.84972 2.67130  -0.5915
C: 2.49746 3.97821 1.59188  -0.5805
Cl: 3.40018 2.44911 1.20207  0.6017
H: 0.82179 4.82144 2.83058  0.0763
H: 0.56076 3.15492 2.25336  0.0279
H: 3.28986 4.63556 1.94977  0.0525
H: 2.01802 4.44136 0.72948  0.0411
Cl: -5.33334 0.55240 0.31470  0.5446
C: -4.31861 -0.61937 1.24319  -0.6736
C: -4.29660 -0.06966 2.64334  -0.7281
Cl: -3.31126 -1.17389 3.56154  0.5917
H: -3.32134 -0.65949 0.80508  0.0116
H: -4.68097 -1.64736 1.23761  0.0724
H: -5.26082 0.13483 3.10870  0.0780
H: -3.76025 0.87896 2.66697  0.0536
Cl: -0.67959 3.91537 -0.64536  0.5131
C: -1.36961 3.13610 -2.19965  -0.5360
C: -2.87084 2.92565 -2.02099  -0.7561
Cl: -3.83457 4.35028 -1.79797  0.6026
H: -0.76072 2.24026 -2.32139  0.0495
H: -1.19366 3.79011 -3.05371  0.0721
H: -2.99968 2.16205 -1.25391  0.0245
H: -3.22186 2.32764 -2.86198  0.0673
Cl: -3.18940 1.29722 5.62585  0.5737
C: -1.53078 1.59548 5.22351  -0.7208
C: -0.77488 2.31585 6.39478  -0.5916
Cl: -1.37305 4.02853 6.26543  0.4999
H: -1.46328 2.22098 4.33340  0.0532
H: -1.13606 0.58317 5.13669  0.0500
H: 0.27235 2.13573 6.15194  0.0307
H: -1.08045 1.96208 7.37945  0.0616

The calculation puts the HOMO energy at -9.9 eV. The calculation puts the total energy at -7021.1920 Eh. The multiplicity is 1. Its SMILES is O=C1OCCO1.O=C1OCCO1.O=C1OCCO1.ClCCCl.ClCCCl.ClCCCl.ClCCCl.ClCCCl.ClCCCl. The value obtained for the LUMO energy is 0.118 eV. The value obtained for the gap between HOMO and LUMO is 0.3679 Eh.

Formula: C2H3BF2O
Source: the OMol25 dataset
Level of theory: the ωB97M-V functional and the def2-TZVPD basis

Last column: Löwdin charge in e.
Geometry (Å):
B: -1.50033 -0.29355 0.54061  0.4088
C: 1.33003 -0.31063 0.07366  -0.5096
C: 0.43744 0.57658 -0.48762  -0.1690
O: 2.06607 -0.16159 0.97488  0.1668
F: 1.19963 -1.63714 -0.47213  -0.0011
F: 0.47574 1.91229 -0.32455  0.0264
H: -1.89157 -0.80689 -0.31276  -0.0572
H: -2.03568 0.30817 1.44514  0.0121
H: -0.08134 0.41276 -1.43723  0.1228

The calculation puts the HOMO energy at -9.6 eV. The calculation puts the total energy at -377.6812 Eh. The multiplicity is 1. The value obtained for the LUMO energy is -1.526 eV. The value obtained for the gap between HOMO and LUMO is 0.2982 Eh.

Formula: C24H25BHgN11S2
Source: the OMol25 dataset
Level of theory: the ωB97M-V functional and the def2-TZVPD basis

Last column: Löwdin charge in e.
Geometry (Å):
Hg: 0.35813 0.09397 0.78108  0.7281
C: -1.54701 1.00270 -2.74423  -0.1647
N: -0.43005 1.37965 -1.93283  -0.0786
C: 0.83556 1.67036 -2.55049  -0.1959
C: 1.94174 0.75251 -2.08053  -0.3720
N: 1.76068 -0.42385 -1.55187  0.1345
C: 3.03854 -0.94123 -1.36547  -0.2454
C: 3.43509 -2.15347 -0.81591  -0.0247
C: 4.79205 -2.40608 -0.72386  -0.1063
C: 5.74104 -1.47021 -1.15832  -0.1200
C: 5.35962 -0.25467 -1.70061  -0.0401
C: 3.99538 -0.01580 -1.79346  -0.1970
N: 3.26053 1.05284 -2.27516  0.1575
C: -2.48127 0.09683 -2.00030  -0.3437
N: -2.13347 -0.98523 -1.38018  0.1812
C: -3.32484 -1.53510 -0.92548  -0.2173
C: -3.54167 -2.68490 -0.17301  -0.0093
C: -4.84891 -3.01607 0.13613  -0.0928
C: -5.92872 -2.22869 -0.29680  -0.1232
C: -5.72797 -1.07838 -1.03838  -0.0628
C: -4.41166 -0.75112 -1.33867  -0.2243
N: -3.84111 0.28471 -2.05608  0.1393
H: -1.17731 0.42588 -3.59682  0.1208
H: -2.11633 1.85334 -3.15078  0.1114
H: -0.69348 2.01783 -1.19002  0.0359
H: 1.14310 2.70276 -2.37624  0.0937
H: 0.75529 1.52864 -3.63565  0.1165
H: 2.69435 -2.85186 -0.44799  0.1150
H: 5.13141 -3.33390 -0.28026  0.0909
H: 6.79554 -1.69543 -1.05260  0.0854
H: 6.09356 0.47640 -2.01739  0.0964
H: 3.61204 1.97428 -2.46383  0.1528
H: -2.70566 -3.27777 0.17819  0.0466
H: -5.04197 -3.89708 0.73570  0.0933
H: -6.93872 -2.51974 -0.03341  0.0837
H: -6.56032 -0.47796 -1.38585  0.0928
H: -4.28109 1.16112 -2.27715  0.1291
S: 1.42164 2.52959 0.60550  0.4911
C: 2.70902 2.45522 1.80153  -0.7206
C: 3.38805 3.65203 2.07963  -0.1849
C: 4.44359 3.73037 2.97335  -0.1548
C: 4.85360 2.57847 3.63353  -0.1534
C: 4.18678 1.38987 3.39059  -0.1810
C: 3.10920 1.28348 2.49601  -0.7358
S: 2.37471 -0.30405 2.33385  0.4499
H: 3.05596 4.54480 1.56141  0.0708
H: 4.93379 4.68126 3.15437  0.0753
H: 5.68227 2.60412 4.33357  0.0764
H: 4.49507 0.48627 3.90461  0.0741
N: -4.67993 2.46695 0.02652  0.0215
N: -3.61003 2.21083 0.87799  -0.3278
N: -3.83140 1.33902 1.94511  0.0203
C: -2.63172 0.80095 2.07240  -0.3285
N: -1.74141 1.17837 1.17135  -0.1423
N: -2.36573 2.01171 0.28299  -0.0226
H: -5.36750 2.95990 0.58116  0.0544
H: -5.10987 1.57201 -0.24413  0.0345
H: -2.38851 0.09536 2.85323  0.0898
B: -1.10385 -4.62990 1.81918  -0.4476
C: -0.74497 -3.12182 1.45286  -0.2507
N: -0.51688 -2.02717 1.16863  0.0488
H: -1.31245 -4.69400 3.01604  -0.0134
H: -0.15877 -5.33131 1.49939  -0.0145
H: -2.10273 -4.93759 1.18789  -0.0159

The calculation puts the HOMO energy (spin up / spin down) at 0.0 / -1.4 eV. The calculation puts the total energy at -2506.5420 Eh. The multiplicity is 2. The total charge is -2. The value obtained for the LUMO energy (spin up / spin down) is 4.535 / 4.534 eV. The value obtained for the gap between HOMO and LUMO (spin up / spin down) is 0.1650 / 0.2170 Eh.